{"formula": "C50H48MgN4O2S2", "method": "ωB97M-V with the def2-TZVPD basis set", "species": ["Mg", "C", "C", "C", "C", "C", "C", "C", "S", "O", "C", "C", "C", "C", "C", "C", "C", "C", "C", "C", "C", "C", "C", "C", "C", "C", "C", "C", "C", "C", "S", "O", "C", "C", "C", "C", "C", "C", "C", "H", "H", "H", "H", "H", "H", "H", "H", "H", "H", "H", "H", "H", "H", "H", "H", "H", "H", "H", "H", "H", "H", "H", "H", "H", "H", "C", "N", "C", "C", "C", "C", "C", "N", "C", "C", "C", "C", "C", "C", "H", "H", "H", "H", "H", "H", "H", "H", "H", "H", "H", "N", "C", "C", "N", "C", "C", "H", "H", "H", "H", "H", "H", "H", "H", "H", "H", "H"], "xyz": [[-0.493, -0.188, 0.851], [7.133, 1.574, -2.315], [6.049, 1.048, -1.420], [4.709, 1.308, -1.695], [3.699, 0.832, -0.874], [4.048, 0.093, 0.243], [5.372, -0.210, 0.531], [6.363, 0.275, -0.301], [2.801, -0.540, 1.333], [1.486, -0.114, 0.694], [3.044, 0.395, 2.831], [3.146, -0.435, 3.972], [3.309, 0.116, 5.207], [3.369, 1.519, 5.361], [3.523, 2.111, 6.639], [3.575, 3.466, 6.774], [3.472, 4.300, 5.637], [3.321, 3.763, 4.393], [3.267, 2.353, 4.217], [3.103, 1.770, 2.928], [2.986, 2.678, 1.746], [4.158, 3.277, 1.189], [5.451, 3.027, 1.708], [6.548, 3.633, 1.163], [6.410, 4.510, 0.067], [5.175, 4.762, -0.459], [4.022, 4.156, 0.088], [2.732, 4.411, -0.451], [1.622, 3.855, 0.102], [1.761, 3.004, 1.222], [0.310, 2.338, 2.010], [-0.560, 1.820, 0.858], [-0.482, 3.809, 2.575], [-1.300, 4.565, 1.747], [-1.874, 5.716, 2.252], [-1.645, 6.123, 3.568], [-2.300, 7.362, 4.106], [-0.831, 5.337, 4.379], [-0.257, 4.172, 3.895], [6.830, 2.504, -2.795], [7.364, 0.854, -3.102], [8.051, 1.757, -1.757], [4.451, 1.910, -2.558], [2.661, 1.061, -1.072], [5.630, -0.799, 1.405], [7.401, 0.062, -0.075], [3.101, -1.511, 3.850], [3.393, -0.514, 6.083], [3.601, 1.466, 7.505], [3.695, 3.910, 7.753], [3.515, 5.374, 5.758], [3.239, 4.411, 3.531], [5.566, 2.356, 2.551], [7.530, 3.444, 1.576], [7.287, 4.987, -0.349], [5.061, 5.438, -1.298], [2.645, 5.074, -1.303], [0.637, 4.058, -0.297], [-1.504, 4.241, 0.735], [-2.517, 6.313, 1.617], [-2.404, 8.122, 3.333], [-1.732, 7.784, 4.933], [-3.301, 7.130, 4.476], [-0.657, 5.630, 5.406], [0.358, 3.552, 4.537], [-3.371, -0.236, -0.878], [-2.590, -0.363, 0.344], [-3.217, -0.455, 1.474], [-2.528, -0.644, 2.701], [-3.025, -0.710, 4.005], [-1.914, -0.818, 4.840], [-0.794, -0.811, 4.005], [-1.145, -0.716, 2.709], [-3.400, -1.534, -1.659], [-3.981, -2.666, -1.083], [-4.102, -3.847, -1.802], [-3.633, -3.915, -3.111], [-3.032, -2.803, -3.683], [-2.917, -1.620, -2.959], [-2.950, 0.562, -1.492], [-4.405, 0.044, -0.647], [-4.307, -0.379, 1.507], [-4.063, -0.676, 4.296], [-1.909, -0.889, 5.915], [0.246, -0.860, 4.294], [-4.377, -2.609, -0.074], [-4.601, -4.700, -1.360], [-3.759, -4.822, -3.688], [-2.677, -2.844, -4.705], [-2.483, -0.743, -3.427], [-0.003, -5.215, -0.472], [-0.322, -4.222, -1.561], [0.105, -2.832, -1.118], [-0.483, -2.443, 0.162], [-0.156, -3.412, 1.207], [-0.610, -4.817, 0.850], [1.011, -5.291, -0.366], [-0.336, -6.142, -0.743], [-1.399, -4.266, -1.722], [0.190, -4.545, -2.466], [-0.193, -2.128, -1.894], [1.194, -2.776, -1.022], [-1.497, -2.363, 0.071], [-0.628, -3.103, 2.140], [0.927, -3.395, 1.370], [-1.692, -4.864, 0.719], [-0.305, -5.553, 1.592]], "molar_mass_g_mol": 825.4, "total_charge": 2, "homo_lumo_gap_ev": 7.127, "total_energy_ha": -3299.7731}